This record from OMol25 describes a structure of composition C32H42Cl2NOP3Ru at a distorted geometry. The level of theory is wB97M-V/def2-TZVPD.

Geometry as XYZ:
```
82
Properties=species:S:1:pos:R:3:mulliken_charge:R:1
P 1.23 -0.43 -3.62 0.2766
C 0.93 -2.17 -3.51 1.2026
C 0.14 -2.42 -4.66 -0.6432
H -0.47 -1.62 -5.06 0.4252
C 0.32 -3.59 -5.38 -0.8304
H -0.12 -3.68 -6.36 0.4302
C 1.08 -4.61 -4.82 -0.3637
H 1.23 -5.52 -5.36 0.4533
C 1.64 -4.49 -3.55 -0.5393
H 2.19 -5.33 -3.11 0.4278
C 1.54 -3.27 -2.85 -0.6246
H 1.93 -3.15 -1.83 0.3891
C -0.23 0.56 -3.23 0.3826
C -1.53 0.09 -2.90 -0.1710
H -1.67 -0.92 -2.50 0.5271
C -2.63 0.93 -3.08 -0.5943
H -3.66 0.57 -2.91 0.4610
C -2.41 2.25 -3.50 -0.4624
H -3.27 2.88 -3.72 0.4584
C -1.12 2.78 -3.60 -0.9390
H -0.96 3.82 -3.90 0.4837
C -0.04 1.95 -3.35 -0.4936
H 0.95 2.37 -3.31 0.4580
C 2.73 0.08 -2.65 0.9647
C 3.56 0.20 -3.78 -0.5355
H 3.16 -0.13 -4.73 0.3805
C 4.79 0.83 -3.73 -0.7793
H 5.34 0.96 -4.66 0.4470
C 5.25 1.28 -2.51 -0.5204
H 6.21 1.76 -2.44 0.4126
C 4.52 1.11 -1.33 -0.6515
H 4.92 1.45 -0.36 0.4221
C 3.24 0.49 -1.37 0.0408
H 2.67 0.32 -0.44 0.2149
Ru -0.53 -1.19 2.84 -0.5914
C -1.10 0.87 2.81 -1.0090
C -1.05 1.68 1.77 0.5145
H -1.39 1.28 3.81 0.3169
C -0.49 1.19 0.44 1.9296
O 0.66 2.00 0.14 -0.6243
H 1.13 1.64 -0.63 -0.0499
C -0.19 -0.15 0.83 0.9694
H -1.19 1.33 -0.37 -0.4321
C 0.21 -1.34 1.19 -2.2373
Cl -1.00 -1.24 5.12 -0.4032
Cl 0.17 -3.67 2.39 -0.3979
P -2.55 -1.87 1.92 1.1602
C -3.12 -3.22 3.01 -1.2684
H -3.27 -2.78 4.01 0.3615
H -2.29 -3.94 3.05 0.3090
H -4.04 -3.67 2.60 0.4599
C -3.89 -0.61 1.89 -1.2520
H -3.65 0.15 1.13 0.1481
H -3.93 -0.14 2.88 0.3311
H -4.86 -1.07 1.64 0.4890
C -2.64 -2.60 0.23 -1.0586
H -1.74 -3.22 0.07 0.3303
H -2.68 -1.81 -0.54 0.0301
H -3.54 -3.24 0.15 0.5416
P -1.54 3.46 1.84 1.5188
C -2.49 3.65 3.31 -1.3754
C -2.51 3.84 0.39 -1.2082
H -1.88 3.37 4.17 0.4824
H -3.39 3.04 3.25 0.4059
H -2.75 4.72 3.36 0.4403
H -1.96 3.73 -0.55 0.2329
H -2.84 4.88 0.48 0.4975
H -3.41 3.20 0.34 0.3965
C -0.06 4.44 1.88 -1.3425
H 0.50 4.21 2.79 0.4313
H -0.36 5.50 1.92 0.4702
H 0.57 4.26 1.01 0.3296
H 0.68 -1.97 0.42 0.8288
C 3.04 -1.52 6.15 -1.0763
C 3.46 -0.84 4.83 -0.3708
C 2.33 -0.84 3.94 0.2137
N 1.31 -0.59 3.45 -0.0836
H 2.19 -0.98 6.59 0.2985
H 3.86 -1.54 6.88 0.3571
H 2.72 -2.56 5.95 0.3332
H 3.75 0.21 5.00 0.2586
H 4.30 -1.37 4.34 0.2846
```

The charge is +2. The HOMO energy (alpha / beta) is -10.8 / -13.2 eV. As for the spin multiplicity: 5. As for the largest force on an atom: 5.935 eV Å⁻¹.